# 1
{"formula": "C29H39AsN2SeSi2V", "method": "wB97M-V/def2-TZVPD", "elements": ["V", "C", "C", "C", "C", "N", "C", "C", "C", "C", "C", "C", "C", "H", "H", "H", "H", "H", "H", "H", "H", "C", "Si", "C", "C", "As", "Si", "C", "C", "C", "H", "H", "H", "H", "H", "H", "H", "H", "H", "H", "H", "H", "H", "H", "H", "H", "H", "H", "C", "C", "C", "C", "C", "C", "N", "H", "H", "H", "H", "H", "H", "H", "H", "Se", "C", "C", "C", "C", "C", "C", "H", "H", "H", "H", "H"], "xyz": [[-0.0787, 0.1319, 0.4846], [-0.9873, -3.2208, 3.3123], [-0.9618, -4.3358, 2.4863], [-0.7086, -4.1677, 1.1391], [-0.4781, -2.8922, 0.6323], [-0.4925, -1.8135, 1.4443], [-0.7512, -1.9879, 2.7424], [-0.2297, -2.5923, -0.7932], [0.0651, -3.6000, -1.7117], [0.2845, -3.2673, -3.0341], [0.2323, -1.9314, -3.4175], [-0.0055, -0.9371, -2.4778], [-0.2414, -1.2356, -1.1302], [-1.1989, -3.3004, 4.3689], [-1.1492, -5.3228, 2.8896], [-0.7076, -5.0180, 0.4735], [-0.7886, -1.0919, 3.3372], [0.1312, -4.6374, -1.4047], [0.5129, -4.0388, -3.7592], [0.4148, -1.6625, -4.4516], [0.0368, 0.0930, -2.8067], [0.1822, 1.2428, 4.2633], [-1.5661, 1.6920, 3.7509], [-2.7804, 0.5956, 4.7050], [-1.8987, 3.4449, 4.3017], [-1.9211, 1.5626, 1.4290], [-3.8398, 0.3109, 1.0338], [-3.9592, -1.4355, 1.7309], [-3.9187, 0.1439, -0.8352], [-5.3602, 1.2520, 1.6197], [0.3135, 1.4155, 5.3370], [0.8624, 1.9115, 3.7288], [0.4705, 0.2109, 4.0578], [-2.6589, 0.7555, 5.7804], [-2.6396, -0.4688, 4.5065], [-3.8112, 0.8451, 4.4441], [-1.8970, 3.5151, 5.3939], [-2.8655, 3.7907, 3.9278], [-1.1054, 4.0912, 3.9169], [-3.1773, -2.0680, 1.3061], [-4.9264, -1.8796, 1.4752], [-3.8608, -1.4459, 2.8178], [-3.0463, -0.4119, -1.1921], [-3.9030, 1.1284, -1.3080], [-4.8202, -0.3851, -1.1577], [-5.3850, 1.3280, 2.7083], [-6.2742, 0.7459, 1.2932], [-5.3587, 2.2636, 1.2098], [2.8746, 0.1739, 0.8762], [2.4600, 0.9550, -0.3287], [3.1801, 1.5169, -1.3412], [2.2447, 2.2256, -2.1625], [1.0049, 2.0648, -1.6107], [-0.3131, 2.6425, -2.0025], [1.1216, 1.2700, -0.4863], [3.9144, -0.1425, 0.7966], [2.2909, -0.7571, 0.9970], [2.7654, 0.7837, 1.7781], [4.2506, 1.4632, -1.4694], [2.4693, 2.8249, -3.0327], [-0.2381, 3.1250, -2.9774], [-0.6339, 3.3904, -1.2753], [-1.0935, 1.8752, -2.0532], [1.6410, 3.8999, 2.1507], [0.7985, 4.8262, 0.7175], [-0.5543, 5.1937, 0.7938], [-1.1737, 5.8998, -0.2271], [-0.4643, 6.2606, -1.3670], [0.8733, 5.8976, -1.4627], [1.4937, 5.1944, -0.4398], [-1.1214, 4.9095, 1.6723], [-2.2225, 6.1633, -0.1359], [-0.9456, 6.8087, -2.1692], [1.4398, 6.1616, -2.3504], [2.5337, 4.9052, -0.5320]], "lowdin_charge": [0.667, -0.051, -0.052, -0.007, -0.215, 0.015, -0.136, -0.209, -0.052, -0.097, -0.081, -0.087, -0.133, 0.108, 0.108, 0.104, 0.057, 0.095, 0.095, 0.099, 0.079, -0.246, 0.188, -0.229, -0.240, 0.754, 0.175, -0.215, -0.238, -0.238, 0.033, -0.079, -0.001, 0.026, -0.005, 0.010, 0.026, 0.023, -0.003, 0.008, 0.028, 0.008, 0.006, 0.024, 0.025, 0.007, 0.022, 0.023, -0.052, -0.393, -0.056, -0.068, -0.389, -0.044, -0.091, 0.080, 0.056, 0.056, 0.090, 0.095, 0.081, 0.050, 0.055, 0.426, -0.742, -0.183, -0.131, -0.145, -0.129, -0.172, 0.060, 0.089, 0.081, 0.090, 0.085], "de_lowest_ev": 2.3008, "homo_ev": [-2.95, -2.95], "s2": 2.041, "lumo_energy_ev": [1.720, 1.728], "spin_multiplicity": 3, "total_energy_ev": -201317.4635, "charge": -1, "fmax_ev_per_a": 0.4}



# 2
{"formula": "C8H20AgN4O3", "method": "wB97M-V/def2-TZVPD", "elements": ["Ag", "C", "N", "C", "C", "O", "C", "O", "C", "C", "O", "N", "C", "C", "H", "H", "H", "H", "H", "H", "H", "H", "H", "H", "H", "H", "H", "H", "H", "H", "N", "N", "H", "H", "H", "H"], "xyz": [[0.1856, -0.4047, 1.0449], [3.4904, 2.4502, -1.4790], [2.0578, 2.4893, -1.7536], [1.6184, 3.3928, -2.8143], [1.2307, 1.6937, -1.0693], [1.6214, 0.9428, -0.1711], [-0.2346, 1.6671, -1.4789], [-1.0226, 1.4698, -0.3186], [-2.3301, 1.0486, -0.6228], [-2.3649, -0.4688, -0.8540], [-1.3799, -1.1472, -0.5435], [-3.4663, -1.0084, -1.3870], [-3.5369, -2.4464, -1.6119], [-4.6983, -0.2818, -1.6554], [4.0326, 2.2193, -2.3960], [3.8240, 3.4177, -1.1029], [3.6941, 1.6874, -0.7368], [2.4832, 3.9630, -3.1414], [1.2267, 2.8529, -3.6774], [0.8723, 4.1021, -2.4590], [-0.5530, 2.5798, -1.9825], [-0.3419, 0.8263, -2.1764], [-2.9563, 1.2995, 0.2349], [-2.7135, 1.5856, -1.4939], [-2.5591, -2.8862, -1.4533], [-4.2544, -2.8994, -0.9257], [-3.8617, -2.6351, -2.6351], [-4.5965, 0.7794, -1.4594], [-4.9859, -0.4187, -2.6982], [-5.4994, -0.6690, -1.0237], [0.7195, -1.2412, 3.0786], [0.1953, -0.5013, 4.1946], [0.5386, -2.2378, 3.1702], [1.7270, -1.1264, 3.0994], [0.4594, -0.9484, 5.0684], [-0.8157, -0.5264, 4.1443]], "lowdin_charge": [0.796, -0.012, -0.126, -0.028, -0.411, -0.035, -0.105, -0.158, -0.119, -0.417, -0.034, -0.136, -0.012, -0.021, 0.100, 0.102, 0.086, 0.094, 0.101, 0.096, 0.122, 0.154, 0.149, 0.130, 0.088, 0.101, 0.099, 0.079, 0.102, 0.103, -0.148, -0.052, 0.085, 0.084, 0.077, 0.067], "de_lowest_ev": 0.0000, "homo_ev": -12.44, "lumo_energy_ev": -2.266, "total_energy_ev": -24716.6054, "charge": 1, "fmax_ev_per_a": 0.1}



# 3
{"formula": "C53H72IrN9O4", "method": "wB97M-V/def2-TZVPD", "elements": ["Ir", "C", "C", "C", "C", "C", "C", "C", "C", "C", "C", "C", "C", "N", "C", "O", "C", "C", "C", "C", "C", "N", "C", "O", "N", "C", "C", "C", "C", "C", "C", "C", "C", "C", "C", "C", "C", "H", "H", "H", "H", "H", "H", "H", "H", "H", "H", "H", "H", "H", "H", "H", "H", "H", "H", "H", "H", "H", "H", "H", "H", "H", "H", "H", "H", "H", "H", "H", "H", "H", "H", "H", "H", "H", "C", "N", "C", "C", "N", "C", "C", "N", "C", "C", "N", "C", "N", "C", "C", "C", "N", "C", "H", "H", "H", "H", "H", "H", "H", "H", "H", "H", "H", "H", "H", "H", "H", "H", "H", "H", "H", "H", "H", "H", "H", "H", "C", "C", "C", "C", "C", "C", "C", "C", "C", "C", "O", "O", "H", "H", "H", "H", "H", "H", "H", "H", "H", "H", "H"], "xyz": [[-0.4752, 0.3589, -0.5718], [1.9510, 5.6376, -1.3258], [0.7769, 5.0556, -0.5200], [0.2934, 6.1177, 0.4856], [-0.3820, 4.6466, -1.4214], [-0.7301, 5.5218, -2.4409], [-1.7751, 5.2666, -3.3050], [-2.5383, 4.1371, -3.1127], [-2.2447, 3.2386, -2.0990], [-3.2385, 2.1193, -1.8367], [-4.6412, 2.6897, -1.6087], [-3.2328, 1.1032, -2.9898], [-1.1212, 3.4502, -1.2756], [-0.7098, 2.4658, -0.3178], [-0.6508, 2.7989, 0.9739], [-1.2593, 3.7074, 1.5228], [0.1901, 1.9048, 1.8013], [0.5956, 2.3712, 3.0341], [1.2723, 1.5161, 3.8803], [1.4875, 0.2156, 3.4588], [1.0640, -0.1898, 2.2012], [0.4457, 0.6668, 1.3678], [1.3629, -1.6558, 1.9193], [1.3824, -2.4151, 2.8820], [1.7748, -1.9904, 0.6934], [2.3244, -3.0701, 0.1582], [1.6105, -4.3015, -0.0855], [2.1901, -5.2433, -0.9068], [3.4685, -5.0571, -1.4383], [4.2334, -3.9438, -1.0786], [3.7017, -2.9536, -0.2891], [4.5514, -1.8225, 0.2370], [5.1983, -2.3237, 1.5417], [5.6183, -1.3290, -0.7408], [0.3696, -4.6524, 0.6969], [0.8233, -5.4469, 1.9370], [-0.6456, -5.4674, -0.1144], [2.8767, 5.5784, -0.7480], [2.0881, 5.1071, -2.2715], [1.7764, 6.6915, -1.5514], [1.1275, 4.1849, 0.0385], [-0.1138, 6.9781, -0.0503], [-0.4835, 5.7186, 1.1301], [1.1264, 6.4567, 1.1095], [-0.1625, 6.4358, -2.5714], [-1.9987, 5.9556, -4.1098], [-3.3930, 3.9517, -3.7556], [-2.9308, 1.6209, -0.9237], [-5.0549, 3.1230, -2.5200], [-5.3218, 1.8971, -1.2758], [-4.6160, 3.4702, -0.8443], [-3.3825, 1.6044, -3.9475], [-2.2694, 0.5889, -3.0321], [-4.0330, 0.3639, -2.8606], [0.3386, 3.3833, 3.3147], [1.5905, 1.8373, 4.8642], [1.9670, -0.5136, 4.0927], [1.6610, -6.1662, -1.1125], [3.8926, -5.8117, -2.0902], [5.2599, -3.8700, -1.4155], [3.8920, -0.9928, 0.4854], [5.8390, -3.1849, 1.3409], [5.8068, -1.5364, 1.9916], [4.4336, -2.6256, 2.2625], [6.4278, -2.0538, -0.8521], [5.1979, -1.1231, -1.7278], [6.0541, -0.4046, -0.3602], [-0.0919, -3.7339, 1.0549], [1.4098, -6.3178, 1.6357], [1.4268, -4.8189, 2.5893], [-0.0474, -5.7884, 2.5020], [-0.3859, -6.5281, -0.1164], [-1.6410, -5.3766, 0.3245], [-0.6906, -5.1240, -1.1520], [-2.1583, 0.4775, 3.2267], [-2.5820, 1.2083, 2.0173], [-3.6299, 2.2110, 2.2713], [-4.9240, 1.4888, 1.9126], [-4.4446, 0.4435, 1.0058], [-5.4185, -0.4798, 0.4384], [-3.1064, 0.3355, 1.0622], [-2.3028, -0.4093, 0.3470], [-2.7786, -1.4806, -0.5082], [-1.6155, -2.3751, -0.7574], [-0.5633, -1.6506, -1.4344], [0.1267, -2.2112, -2.4150], [-0.2694, -3.3006, -3.1463], [-1.6519, -3.6802, -3.4214], [0.6815, -3.5650, -4.2294], [1.8654, -2.6740, -3.8973], [1.3450, -1.8139, -2.8451], [2.3440, -1.0171, -2.1594], [-3.0044, -0.0028, 3.7338], [-1.6951, 1.1822, 3.9124], [-1.4365, -0.2878, 2.9558], [-3.4516, 3.0662, 1.6226], [-3.5977, 2.5569, 3.3007], [-5.6228, 2.1447, 1.3948], [-5.4314, 1.0545, 2.7792], [-6.3982, -0.0129, 0.4962], [-5.4609, -1.4143, 1.0008], [-5.2131, -0.6974, -0.6066], [-3.1660, -1.0850, -1.4488], [-3.5518, -2.0719, -0.0184], [-1.9475, -3.2671, -1.2702], [-1.2275, -2.6769, 0.2161], [-2.0095, -4.4473, -2.7331], [-1.6938, -4.1074, -4.4204], [-2.3209, -2.8183, -3.3862], [0.2380, -3.2894, -5.1883], [0.9457, -4.6204, -4.2663], [2.1984, -2.0808, -4.7488], [2.7178, -3.2464, -3.5216], [2.7230, -0.2561, -2.8292], [3.1626, -1.6666, -1.8486], [1.9299, -0.5469, -1.2836], [6.2397, 1.9883, -4.9976], [4.8055, 1.9376, -4.5339], [4.4488, 2.2810, -3.2411], [3.1243, 2.2182, -2.8012], [2.8340, 2.4928, -1.3445], [2.1392, 1.8410, -3.7083], [2.4732, 1.4604, -5.0160], [1.4081, 0.9731, -5.9691], [3.8026, 1.5124, -5.4057], [0.6655, 1.8860, -3.3320], [-0.0454, 2.6635, -3.9215], [0.3231, 1.0079, -2.4046], [6.8977, 2.3599, -4.2131], [6.3375, 2.6313, -5.8734], [6.5780, 0.9898, -5.2843], [5.2148, 2.5987, -2.5379], [3.3371, 3.4020, -1.0159], [3.2134, 1.6632, -0.7337], [1.7664, 2.5869, -1.1513], [0.7164, 0.2938, -5.4634], [1.8519, 0.4635, -6.8246], [0.8196, 1.8176, -6.3313], [4.0692, 1.2207, -6.4185]], "lowdin_charge": [1.473, -0.075, -0.359, -0.051, -0.123, -0.033, -0.054, -0.049, -0.152, -0.368, -0.049, -0.052, -0.147, -0.009, -0.537, 0.042, -0.200, 0.021, -0.003, 0.014, -0.153, 0.058, -0.442, 0.066, 0.209, -0.150, -0.097, -0.017, -0.015, -0.023, -0.151, -0.372, -0.032, -0.055, -0.362, -0.035, -0.062, 0.078, 0.083, 0.078, 0.102, 0.084, 0.057, 0.084, 0.115, 0.110, 0.115, 0.076, 0.081, 0.064, 0.088, 0.088, 0.053, 0.069, 0.137, 0.125, 0.126, 0.121, 0.119, 0.123, 0.122, 0.089, 0.088, 0.082, 0.081, 0.075, 0.088, 0.095, 0.088, 0.069, 0.091, 0.086, 0.090, 0.052, -0.011, -0.094, -0.101, -0.096, -0.042, -0.020, -0.361, -0.016, -0.212, -0.244, -0.027, -0.318, -0.067, -0.030, -0.099, -0.089, -0.032, -0.029, 0.104, 0.095, 0.081, 0.112, 0.134, 0.125, 0.129, 0.099, 0.099, 0.080, 0.097, 0.120, 0.077, 0.097, 0.077, 0.096, 0.101, 0.125, 0.126, 0.128, 0.115, 0.087, 0.059, 0.049, -0.047, -0.263, -0.007, -0.212, -0.025, -0.089, -0.207, -0.028, -0.005, -0.534, 0.131, -0.199, 0.074, 0.084, 0.081, 0.121, 0.074, 0.084, 0.047, 0.076, 0.078, 0.090, 0.122], "de_lowest_ev": 0.3488, "homo_ev": [-9.76, -9.76], "s2": 0.784, "lumo_energy_ev": [-3.473, -4.908], "spin_multiplicity": 2, "total_energy_ev": -80564.2879, "charge": 1, "fmax_ev_per_a": 2.0}



# 4
{"formula": "C8H24FK3O4", "method": "wB97M-V/def2-TZVPD", "elements": ["K", "K", "K", "F", "C", "C", "O", "H", "H", "H", "H", "H", "H", "C", "C", "O", "H", "H", "H", "H", "H", "H", "C", "C", "O", "H", "H", "H", "H", "H", "H", "C", "C", "O", "H", "H", "H", "H", "H", "H"], "xyz": [[7.5483, 11.6948, 21.5813], [4.9031, 11.8568, 23.0482], [7.0293, 9.6778, 23.6763], [5.8672, 10.1543, 21.8144], [7.1316, 11.0372, 18.4627], [5.7258, 10.7261, 19.0939], [5.9430, 9.6506, 19.9869], [7.4646, 10.1275, 17.9630], [8.0079, 11.1762, 19.0959], [7.0321, 11.7816, 17.6728], [4.9392, 10.6461, 18.3436], [5.3642, 11.5620, 19.6929], [5.9743, 9.9334, 20.9037], [2.9394, 8.7841, 19.7791], [3.8744, 8.5354, 20.9128], [3.7559, 9.6444, 21.8049], [2.8779, 7.9659, 19.0616], [3.4775, 9.5534, 19.2252], [1.9525, 9.0491, 20.1585], [4.9012, 8.4178, 20.5663], [3.5286, 7.6064, 21.3661], [4.6426, 9.7457, 22.1586], [4.0643, 8.9418, 23.8028], [4.9545, 8.4418, 25.0039], [5.5536, 9.3788, 25.8236], [3.1117, 9.3204, 24.1736], [3.8037, 8.1177, 23.1387], [4.3856, 9.8041, 23.2187], [5.8880, 8.0601, 24.5904], [4.4774, 7.5764, 25.4639], [5.8070, 10.1414, 25.2984], [8.5534, 7.1338, 21.4962], [7.4562, 8.0751, 21.0810], [6.3853, 8.1511, 21.9763], [8.2540, 6.2517, 22.0622], [9.3107, 7.5518, 22.1593], [9.0119, 6.7454, 20.5868], [7.0431, 7.6023, 20.1900], [7.8682, 9.0370, 20.7758], [6.0006, 9.0284, 21.9140]], "lowdin_charge": [1.025, 1.067, 1.056, -0.443, -0.058, -0.236, -0.182, 0.094, 0.029, 0.089, 0.124, 0.095, -0.350, -0.025, -0.278, -0.194, 0.101, 0.056, 0.100, 0.101, 0.133, -0.103, -0.067, -0.271, -0.074, 0.130, 0.112, -0.048, 0.057, 0.156, -0.002, -0.045, -0.316, -0.163, 0.097, 0.072, 0.098, 0.142, 0.102, -0.180], "de_lowest_ev": 14.1045, "homo_ev": -15.16, "lumo_energy_ev": -8.499, "total_energy_ev": -68541.4965, "charge": 2, "fmax_ev_per_a": 17.3}